Record 1
Entry from OMol25: C30H82O11 as an isolated structure at a distorted geometry (wB97M-V/def2-TZVPD).

Structure (XYZ):
```
123
Properties=species:S:1:pos:R:3
C -1.5512 -26.1686 -17.3084
C -0.4896 -25.0899 -17.1056
C -1.0426 -23.7734 -16.4775
O 0.5406 -25.6041 -16.3103
H -1.0845 -26.9906 -17.8512
H -2.2707 -25.7880 -18.0335
H -1.9889 -26.2129 -16.3112
H 0.0571 -24.8881 -18.0267
H -1.7419 -23.9709 -15.6651
H -1.6101 -23.3054 -17.2818
H -0.2273 -23.1395 -16.1287
H 0.2406 -25.6949 -15.4029
C -1.3707 -21.4646 -19.6333
C 0.1521 -21.6699 -19.3508
C 0.4628 -22.3309 -18.0087
O 0.6220 -22.6848 -20.3077
H -1.9588 -22.3444 -19.8945
H -1.4841 -20.7864 -20.4790
H -1.9312 -21.0469 -18.7970
H 0.6856 -20.7196 -19.3670
H -0.0062 -23.2717 -17.7203
H 0.2177 -21.7904 -17.0944
H 1.5473 -22.4345 -17.9729
H 1.5768 -22.7680 -20.2529
C 0.4514 -23.1140 -23.6042
C -0.3101 -24.0621 -22.6069
C 0.6221 -24.6640 -21.5515
O -1.2402 -23.2623 -21.9102
H -0.0776 -22.8342 -24.5152
H 1.4063 -23.5595 -23.8830
H 0.8014 -22.1575 -23.2160
H -0.9375 -24.8202 -23.0757
H 1.1368 -23.9321 -20.9289
H 1.2808 -25.4303 -21.9600
H 0.0415 -25.2420 -20.8326
H -0.7387 -22.7974 -21.2364
C 2.3576 -24.7198 -15.4415
C 3.7418 -24.5520 -14.8876
C 4.6176 -25.8372 -15.1135
O 4.5325 -23.5837 -15.5409
H 1.8722 -25.5974 -15.0146
H 2.3586 -24.7271 -16.5315
H 1.7947 -23.8206 -15.1911
H 3.5447 -24.2230 -13.8673
H 4.3004 -26.6899 -14.5132
H 5.6247 -25.6492 -14.7413
H 4.8825 -26.0630 -16.1465
H 4.5645 -22.7971 -14.9914
C 2.3158 -26.9879 -21.2120
C 3.0055 -28.3633 -21.5605
C 3.2236 -29.3352 -20.4378
O 2.0188 -28.8386 -22.4467
H 1.9182 -26.5364 -22.1210
H 3.0918 -26.3042 -20.8676
H 1.6356 -27.2629 -20.4060
H 3.9273 -28.0490 -22.0500
H 3.6760 -28.8739 -19.5600
H 3.9492 -30.0885 -20.7445
H 2.2622 -29.8258 -20.2858
H 2.1261 -28.3126 -23.2425
C 5.6514 -22.1242 -17.3341
C 5.8289 -23.5096 -18.0523
C 6.9838 -23.4617 -19.0188
O 6.0492 -24.4657 -17.0570
H 5.0314 -21.5616 -18.0319
H 6.6188 -21.6253 -17.2757
H 5.0996 -22.2590 -16.4038
H 4.9373 -23.7992 -18.6086
H 7.8622 -23.0356 -18.5341
H 6.6017 -22.8647 -19.8468
H 7.1559 -24.4711 -19.3925
H 5.3058 -24.6423 -16.4758
C 1.7187 -28.8552 -18.7162
C 0.8861 -28.1045 -17.6464
C 1.6947 -27.7994 -16.3856
O 0.4916 -26.9030 -18.2333
H 2.5505 -28.2159 -19.0122
H 1.1196 -29.1015 -19.5929
H 2.3154 -29.7065 -18.3887
H 0.0020 -28.6745 -17.3608
H 1.9483 -28.6788 -15.7936
H 1.1895 -27.2406 -15.5979
H 2.6219 -27.2400 -16.5100
H 0.5782 -26.2258 -17.5584
C 3.0938 -20.6078 -20.6649
C 3.3366 -21.6352 -19.7124
C 3.0128 -21.2876 -18.1556
O 2.5807 -22.7573 -20.0020
H 3.5549 -20.7880 -21.6360
H 3.5521 -19.6965 -20.2807
H 2.0156 -20.4479 -20.6771
H 4.3785 -21.8603 -19.9401
H 2.7174 -22.1149 -17.5103
H 2.2001 -20.5654 -18.2331
H 3.9047 -20.8406 -17.7163
H 2.8370 -23.4914 -19.4389
C -1.9197 -25.9925 -20.2215
C -1.0206 -27.1648 -20.6555
O -1.0992 -28.0259 -19.5246
H -2.7766 -26.4725 -19.7488
H -2.2673 -25.5007 -21.1300
H -1.3448 -25.2355 -19.6881
H -0.0262 -26.7347 -20.7747
H -1.2525 -27.7077 -21.5718
H -0.3145 -27.8312 -19.0070
C 4.2580 -24.7776 -21.0023
C 5.6326 -24.0284 -21.0983
O 6.2567 -24.4627 -22.2862
H 4.4969 -25.8406 -21.0335
H 3.5754 -24.6421 -21.8412
H 3.6667 -24.6324 -20.0982
H 6.1906 -24.2035 -20.1785
H 5.5174 -22.9469 -21.1700
H 6.2549 -25.4226 -22.2710
C 1.6029 -24.9088 -19.4279
C 2.4950 -25.3378 -18.2269
O 3.4851 -24.3884 -18.0841
H 1.0293 -25.7343 -19.8492
H 2.2213 -24.5453 -20.2486
H 1.0114 -24.0202 -19.2073
H 2.9508 -26.2979 -18.4690
H 1.8263 -25.5891 -17.4036
H 3.8862 -24.4249 -17.2127
```

The HOMO-LUMO gap comes out at 8.624 eV. The maximum force is 11.944 eV Å⁻¹. The energy above the lowest of the compared OMol25 structures with the same formula, charge and spin is 646.8 kcal/mol. For the HOMO energy, the calculation gives -8.7 eV. The molecular weight is 619.0 g mol⁻¹. The calculated total energy is -2018.77650 Ha.

***

Record 2
Entry from OMol25: a 9-piece molecular cluster, C30H83N5O10 overall at a distorted geometry (wB97M-V/def2-TZVPD).

Structure (XYZ):
```
128
Properties=species:S:1:pos:R:3
C -4.1835 0.3074 -0.8438
O -4.0172 0.1205 0.6003
C -5.0242 -0.7368 1.2598
C -4.7892 -0.8922 2.7450
C -3.3974 -1.5171 3.0921
N -5.8734 -1.6941 3.3372
H -5.0285 0.9826 -0.9784
H -4.3659 -0.6376 -1.3555
H -3.2893 0.6916 -1.3347
H -6.0282 -0.3668 1.0516
H -5.0157 -1.7367 0.8260
H -4.7310 0.0795 3.2354
H -2.6466 -0.7589 2.8696
H -3.1538 -2.4076 2.5127
H -3.3734 -1.6389 4.1750
H -6.7689 -1.3794 2.9919
H -5.7913 -2.6651 3.0717
C 0.6529 -4.4155 -2.9789
O 1.1258 -5.7069 -3.4651
C 1.5636 -5.6554 -4.7941
C 3.1522 -5.3736 -4.9111
C 3.9920 -6.3072 -4.1305
N 3.3757 -3.9890 -4.5329
H -0.2750 -4.0743 -3.4379
H 1.4015 -3.6264 -3.0501
H 0.3788 -4.4290 -1.9241
H 1.4662 -6.6039 -5.3224
H 0.9795 -4.9096 -5.3334
H 3.3450 -5.5696 -5.9659
H 5.0641 -6.1576 -4.2578
H 3.8365 -7.3645 -4.3451
H 3.8577 -6.1400 -3.0618
H 3.1828 -3.8970 -3.5458
H 4.3678 -3.8264 -4.6294
C -2.7967 3.1340 0.3298
O -3.7246 3.8911 1.1573
C -5.0462 3.2739 1.1950
C -6.0846 4.3660 1.7207
C -5.5238 5.1527 2.9181
N -7.3110 3.7069 2.2016
H -1.8892 3.7362 0.2877
H -3.0097 2.8149 -0.6904
H -2.5795 2.2290 0.8972
H -5.3729 2.9518 0.2062
H -5.0461 2.4257 1.8796
H -6.3392 4.9641 0.8457
H -6.3385 5.7632 3.3076
H -4.7216 5.8295 2.6241
H -5.4140 4.5622 3.8277
H -7.0775 2.9562 2.8356
H -7.7753 3.1802 1.4756
C 6.4299 0.4352 0.8442
O 5.2476 -0.2399 0.6392
C 4.4512 0.1088 -0.5486
C 5.2223 -0.1380 -1.8405
C 4.2635 0.1042 -3.0763
N 5.6946 -1.5006 -1.8720
H 6.3513 1.5206 0.9062
H 7.1820 0.3031 0.0665
H 6.8985 0.0942 1.7675
H 3.5280 -0.4705 -0.5655
H 4.1737 1.1619 -0.5939
H 6.0964 0.5126 -1.8142
H 4.7194 -0.2666 -3.9943
H 4.2246 1.1800 -3.2467
H 3.2383 -0.2642 -3.0405
H 6.4439 -1.5706 -1.1983
H 5.0086 -2.1707 -1.5551
C -0.8874 4.7042 3.1945
O -0.7981 3.7497 4.1947
C -1.8549 2.7952 4.3222
C -1.4570 1.6934 5.4075
N -0.0989 1.1976 5.3477
C 0.1106 0.3968 4.1475
C 0.9184 1.1930 3.0917
O 2.2912 1.3616 3.4588
C 2.9565 1.9578 2.3628
H -0.8399 4.2237 2.2172
H -0.0755 5.4294 3.1400
H -1.8225 5.2193 3.4146
H -2.0210 2.3118 3.3595
H -2.8315 3.2223 4.5502
H -2.1329 0.8401 5.4641
H -1.6290 2.1766 6.3693
H 0.4522 2.0305 5.1970
H -0.8456 0.0431 3.7619
H 0.6668 -0.5161 4.3605
H 0.4012 2.1211 2.8484
H 0.9708 0.6520 2.1469
H 3.9941 2.0812 2.6730
H 2.6051 2.9656 2.1416
H 2.8287 1.3789 1.4480
C -0.7934 -1.0422 0.3861
C -0.2984 -1.1581 -1.0101
O 0.7316 -0.2810 -1.2109
H -0.8077 -0.0044 0.7190
H -0.1625 -1.6495 1.0353
H -1.8322 -1.3287 0.5499
H -1.0909 -0.9053 -1.7145
H 0.0998 -2.1091 -1.3639
H 1.0408 -0.4186 -2.1093
C 2.3051 -3.3663 0.1218
C 2.6186 -4.8392 -0.0972
O 4.0016 -4.9372 -0.4086
H 2.7597 -3.0095 1.0460
H 1.2457 -3.1481 0.2565
H 2.5873 -2.8074 -0.7704
H 2.0482 -5.3421 -0.8781
H 2.4396 -5.3521 0.8477
H 4.4838 -4.3225 0.1493
C -1.0356 1.1339 -3.5847
C 0.0087 0.6734 -4.6402
O 0.7928 -0.3241 -4.0977
H -1.6107 2.0231 -3.8428
H -0.7176 1.2374 -2.5473
H -1.7850 0.3497 -3.6928
H 0.5901 1.5461 -4.9375
H -0.4751 0.2779 -5.5333
H 1.3298 -0.6479 -4.8246
C 2.2292 2.7399 -1.8145
C 1.0009 3.1909 -1.0778
O 0.5151 2.2306 -0.1416
H 2.4935 3.3256 -2.6949
H 2.2047 1.7044 -2.1541
H 3.1020 2.9664 -1.2021
H 0.1709 3.4065 -1.7507
H 1.1022 4.1256 -0.5263
H 0.6927 1.3911 -0.5721
```

The HOMO-LUMO gap comes out at 8.758 eV. The SMILES is COC[C@H](C)N.COC[C@H](C)N.COC[C@H](C)N.COC[C@H](C)N.COCCNCCOC.CCO.CCO.CCO.CCO. The maximum force is 2.706 eV Å⁻¹. The energy above the lowest of the compared OMol25 structures with the same formula, charge and spin is 55.9 kcal/mol. For the HOMO energy, the calculation gives -8.4 eV. The molecular weight is 674.0 g mol⁻¹. The calculated total energy is -2218.73588 Ha.

***

Record 3
Entry from OMol25: a 12-piece molecular cluster, C30H84O18 overall at a distorted geometry (wB97M-V/def2-TZVPD).

Structure (XYZ):
```
132
Properties=species:S:1:pos:R:3
C -17.1792 -8.7855 15.4393
C -17.5426 -10.0435 16.1358
C -18.8816 -9.9420 16.9521
O -17.6236 -11.0886 15.1624
H -16.2282 -8.7358 14.9090
H -17.2195 -7.8823 16.0480
H -17.8632 -8.6355 14.6040
H -16.6953 -10.3125 16.7665
H -18.7239 -9.4023 17.8859
H -19.3090 -10.9367 17.0785
H -19.6910 -9.4055 16.4570
H -18.4357 -10.8820 14.6939
C -16.5552 -6.4149 8.8366
C -18.0363 -6.4926 8.5080
C -18.9380 -5.6924 9.4306
O -18.1713 -5.9840 7.2003
H -16.0820 -5.4334 8.8655
H -16.0422 -6.9821 8.0599
H -16.3199 -6.9260 9.7702
H -18.4381 -7.5057 8.5206
H -19.0586 -6.2240 10.3746
H -19.9664 -5.4710 9.1449
H -18.4911 -4.7268 9.6673
H -17.8830 -5.0690 7.1668
C -23.0978 -5.1214 22.3940
C -22.4577 -4.7577 21.0379
C -21.0893 -4.1314 21.0385
O -22.2800 -5.9377 20.2752
H -22.2915 -5.6075 22.9434
H -23.9074 -5.8197 22.1820
H -23.5362 -4.2518 22.8837
H -23.1498 -4.0481 20.5845
H -20.4355 -4.7375 21.6656
H -21.1177 -3.1748 21.5602
H -20.6684 -3.9294 20.0535
H -23.0050 -6.5197 20.5144
C -11.5738 -5.8838 18.3397
C -10.2616 -6.5712 18.1234
C -9.8690 -7.6136 19.2010
O -10.0685 -7.1492 16.8020
H -11.6318 -5.3483 19.2873
H -12.3489 -6.6494 18.3742
H -11.8787 -5.3067 17.4668
H -9.5230 -5.7768 18.2306
H -9.1780 -8.3362 18.7668
H -10.7691 -8.1613 19.4800
H -9.4101 -7.0395 20.0059
H -10.4756 -8.0081 16.6668
C -21.2212 -16.2573 20.9420
C -20.7673 -16.0011 19.5608
C -19.2637 -15.7308 19.5980
O -20.9393 -17.1519 18.7028
H -22.3067 -16.3279 21.0120
H -20.8154 -15.5314 21.6466
H -20.8698 -17.2097 21.3390
H -21.2903 -15.1307 19.1645
H -19.0356 -14.9210 20.2912
H -18.8658 -15.4784 18.6151
H -18.6948 -16.5838 19.9681
H -20.3149 -17.8218 18.9908
C -19.2673 -9.6501 24.3323
C -18.0807 -9.6088 25.2949
C -18.3866 -8.7296 26.5382
O -17.8489 -10.8906 25.8090
H -20.1880 -9.8469 24.8815
H -19.2275 -10.4802 23.6270
H -19.4341 -8.7489 23.7422
H -17.2815 -9.2080 24.6714
H -17.4854 -8.4862 27.1009
H -19.1028 -9.1934 27.2165
H -18.6945 -7.7334 26.2206
H -17.1653 -10.9266 26.4821
O -14.3192 -15.5793 13.2896
C -14.8105 -16.7348 12.6234
C -13.6580 -17.4308 11.8596
O -13.5427 -17.0945 10.4780
H -15.0174 -14.9224 13.2391
H -15.3221 -17.4774 13.2358
H -15.6236 -16.5104 11.9330
H -13.6497 -18.5199 11.9042
H -12.7010 -17.2068 12.3308
H -13.1963 -16.1992 10.4720
O -11.8647 -11.1210 13.2112
C -10.9371 -11.5475 12.2319
C -11.3590 -11.3188 10.7431
O -11.9609 -12.5519 10.2032
H -12.5310 -11.8080 13.2867
H -10.0028 -10.9866 12.2570
H -10.7291 -12.6028 12.4081
H -10.4835 -11.0994 10.1320
H -11.9367 -10.4073 10.5900
H -11.9208 -12.4001 9.2561
O -20.8355 -12.5143 11.1606
C -21.2932 -13.8035 11.3112
C -20.8283 -14.8026 10.1862
O -21.6478 -14.5539 8.9943
H -21.2356 -12.1262 10.3790
H -20.9276 -14.1662 12.2718
H -22.3618 -13.7761 11.5248
H -21.0318 -15.8269 10.4986
H -19.7724 -14.7443 9.9220
H -21.5045 -15.2775 8.3799
O -11.3145 -15.2994 17.6309
C -11.5236 -14.3698 18.6482
C -12.9081 -14.4898 19.2986
O -12.9192 -15.6318 20.1516
H -11.9911 -15.1598 16.9644
H -10.6409 -14.4069 19.2867
H -11.4868 -13.3339 18.3111
H -13.7508 -14.5609 18.6109
H -13.1417 -13.6266 19.9219
H -13.5119 -15.5257 20.8992
O -15.4496 -1.6735 14.4610
C -16.5067 -1.9485 13.5032
C -17.8470 -1.2755 13.9614
O -18.0019 0.1194 13.9166
H -14.6801 -2.0239 14.0064
H -16.2201 -1.5822 12.5174
H -16.5028 -3.0207 13.3068
H -18.1649 -1.6187 14.9459
H -18.5886 -1.6862 13.2762
H -17.6265 0.4033 14.7534
O -22.8701 -4.9725 15.2738
C -24.0130 -5.5257 14.5861
C -25.3012 -4.8598 15.0753
O -25.7265 -3.6370 14.4997
H -22.9786 -5.3531 16.1485
H -23.9646 -5.2828 13.5246
H -24.0679 -6.6088 14.6960
H -25.3412 -4.7423 16.1582
H -26.0786 -5.6225 15.0311
H -25.4631 -2.9576 15.1248
```

The HOMO-LUMO gap comes out at 10.041 eV. The SMILES is CC(C)O.CC(C)O.CC(C)O.CC(C)O.CC(C)O.CC(C)O.OCCO.OCCO.OCCO.OCCO.OCCO.OCCO. The maximum force is 2.201 eV Å⁻¹. The energy above the lowest of the compared OMol25 structures with the same formula, charge and spin is 145.5 kcal/mol. For the HOMO energy, the calculation gives -10.0 eV. The molecular weight is 733.0 g mol⁻¹. The calculated total energy is -2547.44864 Ha.

***

- The lowest HOMO-LUMO gap belongs to which entry?
  C30H82O11

***

- Among the records above, which one has the highest molecular weight?
  C30H84O18

***

- The highest calculated total energy belongs to which entry?
  C30H82O11

***

- What is the formula in the second record?
  C30H83N5O10